# 1
DFT (wB97M-V/def2-TZVPD) results for the ion C4H12N3 with charge +1 in a non-equilibrium geometry.

Properties
- Calculated total energy: -323.56346 Ha
- Maximum force: 4.964 eV Å⁻¹
- Structure (SMILES): [H]/N=C\NCCC[NH3+]
- HOMO: -12.771 eV
- Relative energy (zero: lowest compared OMol25 entry of this formula, charge and spin): 301.41 kJ/mol
- Net charge: +1
- Kohn-Sham gap: 9.31 eV

```
19
C4H12N3 (wB97M-V/def2-TZVPD)
C 0.361 1.757 -0.291
C 1.292 0.644 0.128
C 0.904 -0.394 1.142
N -1.881 -2.304 -0.331
C -1.135 -1.735 0.484
N 0.235 -1.436 0.367
N -0.871 1.299 -1.150
H 0.848 2.598 -0.901
H 0.137 2.316 0.569
H 1.555 0.190 -0.787
H 2.258 1.093 0.431
H 1.756 -0.766 1.721
H 0.159 0.049 1.927
H -1.556 -3.096 -0.810
H -1.578 -1.227 1.422
H 0.895 -2.156 0.011
H -0.591 1.206 -2.107
H -1.012 0.242 -0.834
H -1.776 1.720 -0.991
```

These are the Mulliken partial charges, in e, on atoms 1 to 6: -0.65, -0.69, -0.47, -0.57, -0.07, -0.30

---

# 2
DFT (wB97M-V/def2-TZVPD) results for an isolated molecule of C6H12N2O4 in a non-equilibrium geometry.

Properties
- Calculated total energy: -646.31372 Ha
- Maximum force: 3.078 eV Å⁻¹
- Structure (SMILES): C[C@H](NC(=O)[C@@H](N)CO)C(=O)O
- HOMO: -9.723 eV
- Relative energy (zero: lowest compared OMol25 entry of this formula, charge and spin): 59.69 kJ/mol
- Net charge: 0
- Kohn-Sham gap: 10.18 eV

```
24
C6H12N2O4 (wB97M-V/def2-TZVPD)
C 0.655 -1.370 0.171
C 1.140 -0.039 0.868
C -0.642 -1.751 0.838
C -0.544 1.177 -0.535
C -0.056 2.250 -1.497
C -1.985 1.506 -0.117
H 2.441 -2.337 -0.204
H 2.066 -2.252 1.321
H 0.574 -1.292 -0.950
H -1.444 -1.037 0.597
H -0.462 -1.745 1.941
H -0.025 -3.445 0.452
H 0.593 1.844 1.136
H -0.523 0.229 -1.028
H -2.430 0.735 0.509
H -2.619 1.609 -0.994
H -1.995 2.455 0.395
H 1.528 2.795 -2.316
N 1.623 -2.430 0.464
N 0.292 0.981 0.668
O 2.055 -0.078 1.644
O -0.883 -3.028 0.356
O -0.626 3.210 -1.928
O 1.268 2.012 -1.793
```

These are the Mulliken partial charges, in e, on atoms 1 to 6: 0.10, 0.41, -0.17, 0.48, 0.24, -1.47

---

# 3
DFT (wB97M-V/def2-TZVPD) results for a structure of composition C19H15Br2N5O4STi in a non-equilibrium geometry.

Properties
- Calculated total energy: -7703.68122 Ha
- Maximum force: 1.637 eV Å⁻¹
- HOMO: -8.178 eV
- Relative energy (zero: lowest compared OMol25 entry of this formula, charge and spin): 36.89 kJ/mol
- Net charge: 0
- Kohn-Sham gap: 7.48 eV

```
47
C19H15Br2N5O4STi (wB97M-V/def2-TZVPD)
Ti -0.059 0.061 -0.043
N 1.797 0.559 -4.056
C 1.507 0.501 -2.728
S 0.232 1.524 -2.126
N 2.312 -0.224 -2.004
N 1.968 -0.226 -0.657
C 2.909 -0.667 0.100
C 2.814 -0.829 1.539
C 3.851 -1.464 2.232
C 3.782 -1.651 3.595
C 2.661 -1.186 4.289
C 1.633 -0.544 3.629
C 1.704 -0.362 2.249
O 0.726 0.251 1.593
H 1.081 0.905 -4.669
H 2.416 -0.148 -4.413
H 3.836 -0.946 -0.394
H 4.713 -1.815 1.674
H 4.584 -2.151 4.120
H 2.595 -1.330 5.361
H 0.764 -0.169 4.156
Br -4.638 -0.738 1.879
C -3.749 0.916 1.722
C -4.367 2.082 2.221
C -3.742 3.288 2.140
Br -4.609 4.825 2.824
C -2.449 3.391 1.566
C -1.676 4.567 1.458
C -0.426 4.510 0.912
C 0.074 3.281 0.449
N -0.622 2.173 0.529
C -1.869 2.213 1.076
C -2.519 0.954 1.124
O -1.886 -0.085 0.608
H -5.346 2.007 2.673
H -2.083 5.506 1.812
H 0.184 5.398 0.820
H 1.054 3.206 0.001
N -0.030 -2.238 0.814
C -0.668 -3.096 -0.188
C -0.566 -2.422 -1.536
O -0.585 -3.008 -2.581
O -0.488 -1.106 -1.398
H 0.915 -2.549 1.012
H -0.542 -2.224 1.688
H -1.729 -3.185 0.040
H -0.240 -4.092 -0.248
```

These are the Mulliken partial charges, in e, on atoms 1 to 6: -0.11, -0.45, 0.68, -0.45, -1.37, 1.14

---

# 4
DFT (wB97M-V/def2-TZVPD) results for an isolated molecule of C4H8O3.

Properties
- Calculated total energy: -382.93022 Ha
- Maximum force: 0.542 eV Å⁻¹
- Structure (SMILES): C[C@@H](O)COC=O
- HOMO: -10.245 eV
- Relative energy (zero: lowest compared OMol25 entry of this formula, charge and spin): 90.85 kJ/mol
- Net charge: 0
- Kohn-Sham gap: 11.09 eV

```
15
C4H8O3 (wB97M-V/def2-TZVPD)
C -0.777 0.240 -1.926
C -0.507 -0.316 -0.527
O 0.367 -1.413 -0.674
C 0.077 0.787 0.351
O -0.034 0.537 1.772
C 0.847 -0.280 2.333
O 1.685 -0.937 1.759
H -0.053 1.017 -2.200
H -1.784 0.661 -2.012
H -0.674 -0.576 -2.643
H -1.458 -0.636 -0.069
H 0.940 -1.467 0.107
H -0.475 1.720 0.213
H 1.131 0.942 0.094
H 0.714 -0.280 3.423
```

These are the Mulliken partial charges, in e, on atoms 1 to 6: -1.29, 0.56, -0.58, -0.82, -0.29, 0.21

---

# 5
DFT (wB97M-V/def2-TZVPD) results for the ion C8H14 with charge +1 in a non-equilibrium geometry.

Properties
- Calculated total energy: -312.78392 Ha
- Maximum force: 2.895 eV Å⁻¹
- HOMO (alpha / beta): -12.373 / -14.555 eV
- Relative energy (zero: lowest compared OMol25 entry of this formula, charge and spin): 256.27 kJ/mol
- Multiplicity: 2
- Net charge: +1
- Expectation value of S²: 0.800
- Kohn-Sham gap (alpha / beta): 5.99 / 8.56 eV

```
22
C8H14 (wB97M-V/def2-TZVPD)
C -2.988 0.783 0.396
C -1.581 0.494 1.068
C -0.910 -0.714 0.506
C 0.041 -0.798 -0.627
C 1.109 0.270 -0.282
C 2.160 -0.130 0.514
C 3.477 0.317 0.576
C -0.541 -0.447 -1.979
H -2.746 1.175 -0.595
H -3.643 -0.085 0.411
H -3.451 1.592 0.966
H -1.026 1.486 1.016
H -1.787 0.354 2.137
H 0.485 -1.785 -0.803
H -1.137 -1.604 1.125
H 0.643 1.269 -0.346
H 1.833 -0.962 1.161
H 4.032 0.005 1.462
H 3.868 1.169 0.028
H -1.234 -1.175 -2.437
H 0.099 -0.500 -2.890
H -0.769 0.632 -2.019
```

These are the Mulliken partial charges, in e, on atoms 1 to 6: -1.05, -0.44, -0.10, 0.54, -0.40, -0.02

---

# 6
DFT (wB97M-V/def2-TZVPD) results for an isolated molecule of C4H10O in a non-equilibrium geometry.

Properties
- Calculated total energy: -233.61193 Ha
- Maximum force: 1.956 eV Å⁻¹
- Structure (SMILES): CCCOC
- HOMO: -9.761 eV
- Relative energy (zero: lowest compared OMol25 entry of this formula, charge and spin): 86.70 kJ/mol
- Net charge: 0
- Kohn-Sham gap: 10.92 eV

```
15
C4H10O (wB97M-V/def2-TZVPD)
C -1.200 -2.119 -0.332
C -1.019 -0.610 -0.426
C 0.229 -0.142 0.204
C 1.493 1.762 0.499
H -0.466 -2.625 -0.962
H -1.078 -2.470 0.713
H -2.148 -2.352 -0.775
H -1.027 -0.223 -1.445
H -1.828 -0.098 0.079
H 0.174 -0.330 1.284
H 1.193 -0.656 -0.133
H 1.466 1.738 1.603
H 1.458 2.795 0.216
H 2.430 1.225 0.243
O 0.351 1.207 -0.062
```

These are the Mulliken partial charges, in e, on atoms 1 to 6: -1.17, -0.32, -0.45, -0.73, 0.31, 0.32